{
  "formula": "C13H23N2O2RhSe2Si",
  "method": "ωB97M-V/def2-TZVPD",
  "homo_ev": [-7.13, -7.13],
  "gap_ev": [6.1, 6.1],
  "charge": 0,
  "de_lowest_ev": 1.460,
  "e_lumo_ev": [-1.00, -1.01],
  "elements": ["Rh", "O", "C", "C", "C", "O", "C", "Se", "C", "Se", "H", "H", "H", "H", "H", "H", "H", "H", "H", "H", "C", "Si", "C", "C", "C", "C", "H", "H", "H", "H", "H", "H", "H", "H", "H", "N", "C", "C", "C", "N", "H", "H", "H", "H"],
  "positions_angstrom": [[1.47860, 0.50577, -0.44713], [-0.49558, -0.39939, -1.55046], [-0.71173, -1.73188, -2.03307], [0.25216, -2.71579, -1.37469], [-0.24817, -4.11298, -1.77883], [0.50392, -5.17352, -1.20832], [0.12698, -2.58832, 0.14465], [1.30499, -1.32660, 1.04303], [1.71593, -2.61157, -1.83804], [2.41761, -0.85449, -2.23834], [-1.29452, 0.13601, -1.51113], [-0.59181, -1.75959, -3.11937], [-1.73200, -2.04466, -1.79090], [-0.25133, -4.18706, -2.87287], [-1.27356, -4.25284, -1.43163], [1.41800, -5.08875, -1.49981], [0.35803, -3.55189, 0.59761], [-0.89556, -2.31845, 0.40937], [1.86447, -3.17804, -2.76190], [2.36298, -3.02723, -1.06552], [-3.10693, 1.85640, 2.51615], [-2.71022, 2.66458, 0.90151], [-3.84397, 1.99638, -0.41112], [-2.94911, 4.49340, 1.03350], [-1.01463, 2.21753, 0.44184], [0.09728, 1.83461, 0.11319], [-4.16143, 1.99770, 2.77199], [-2.50148, 2.28620, 3.31830], [-2.89895, 0.78469, 2.47589], [-4.83168, 2.46482, -0.35458], [-3.98601, 0.91623, -0.29935], [-3.44117, 2.19672, -1.40783], [-3.94871, 4.69815, 1.42929], [-2.86075, 4.98073, 0.05929], [-2.21577, 4.94536, 1.70587], [3.15134, 1.37567, 1.79192], [4.34692, 1.10661, 2.32357], [5.21171, 0.86824, 1.27599], [4.42970, 1.01227, 0.12764], [3.17922, 1.34035, 0.44557], [2.28735, 1.61572, 2.25160], [4.49763, 1.11082, 3.39028], [6.25453, 0.61244, 1.33468], [4.70573, 0.90567, -0.90785]],
  "nbo_charge": [0.617, -0.721, -0.055, -0.145, -0.048, -0.715, -0.584, 0.103, -0.590, -0.201, 0.515, 0.188, 0.179, 0.166, 0.181, 0.469, 0.248, 0.213, 0.215, 0.229, -1.109, 1.612, -1.113, -1.110, -0.633, -0.330, 0.233, 0.238, 0.242, 0.236, 0.231, 0.237, 0.233, 0.241, 0.241, -0.310, 0.002, -0.337, 0.023, -0.255, 0.443, 0.234, 0.244, 0.242]
}


{
  "formula": "C29H38N4OP2V",
  "method": "ωB97M-V/def2-TZVPD",
  "multiplicity": 2,
  "homo_ev": [-11.55, -11.85],
  "s2": 0.789,
  "gap_ev": [4.2, 4.6],
  "charge": 2,
  "e_lumo_ev": [-7.31, -7.29],
  "elements": ["V", "C", "C", "C", "C", "C", "C", "C", "C", "C", "H", "H", "H", "H", "H", "H", "H", "H", "H", "H", "H", "H", "H", "H", "H", "P", "P", "N", "N", "N", "N", "C", "C", "C", "C", "C", "C", "C", "C", "C", "C", "C", "C", "C", "C", "C", "C", "C", "C", "H", "H", "H", "H", "H", "H", "H", "H", "H", "H", "H", "H", "H", "H", "H", "H", "H", "H", "H", "H", "C", "C", "O", "H", "H", "H"],
  "positions_angstrom": [[-1.15436, 1.31696, -1.94076], [-1.89554, 1.83489, -3.69981], [-1.93740, 0.39224, -3.48367], [-0.89045, -0.58176, -3.90169], [0.51857, 0.03017, -3.85170], [0.80203, 0.70965, -2.55727], [0.65252, 2.07931, -2.16998], [0.30296, 3.14972, -3.13979], [-0.76880, 2.70417, -4.16843], [1.21116, 0.88887, 2.30349], [-2.88293, 2.31028, -3.79769], [-2.93235, -0.05284, -3.40204], [-1.09534, -0.93498, -4.91911], [-0.92649, -1.48104, -3.26451], [1.23963, -0.79845, -3.95846], [0.73266, 0.65696, -4.73102], [1.68397, 0.24256, -2.09376], [1.27464, 2.35366, -1.31336], [1.23040, 3.42574, -3.66927], [0.02524, 4.08014, -2.62069], [-1.22149, 3.64241, -4.52588], [-0.25732, 2.28046, -5.04139], [0.18471, 1.11403, 1.99779], [1.76918, 1.82318, 2.31987], [1.27806, 0.39804, 3.27353], [1.89648, -0.21713, 1.13638], [-1.59311, -0.78841, 1.58121], [3.05076, 0.71197, 0.32677], [2.66487, -1.37919, 2.03022], [-2.06467, 0.50691, 0.39126], [-2.91181, -1.89617, 1.68955], [0.86627, -1.15642, 0.01799], [-0.52623, -1.71252, 0.38121], [3.39965, 2.06542, 0.50385], [4.46731, 2.33410, -0.32198], [4.73390, 1.15980, -1.08599], [3.84031, 0.18198, -0.70288], [3.63008, -1.01890, 2.97965], [4.42564, -2.12684, 3.21571], [3.93842, -3.19614, 2.38091], [2.85694, -2.71381, 1.67755], [-1.60771, 1.85151, 0.32965], [-2.47531, 2.56516, -0.52676], [-3.27669, 1.59071, -1.20441], [-2.83609, 0.30350, -0.77407], [-4.27174, -1.75054, 1.42762], [-4.95405, -2.75842, 2.07209], [-3.99581, -3.55237, 2.76816], [-2.75512, -3.02136, 2.52203], [1.45774, -1.99675, -0.37073], [0.70345, -0.50631, -0.84435], [-1.12026, -1.72158, -0.55668], [-0.47413, -2.76074, 0.70334], [2.88614, 2.70773, 1.20951], [5.00711, 3.26818, -0.34538], [5.50882, 1.04836, -1.82691], [3.68356, -0.84467, -1.01795], [3.65398, -0.01456, 3.35737], [5.26372, -2.15073, 3.87874], [4.33536, -4.18602, 2.28588], [2.21544, -3.18513, 0.95859], [-0.97359, 2.26043, 1.10707], [-2.61296, 3.64487, -0.49734], [-4.11000, 1.78707, -1.86458], [-3.28262, -0.67687, -0.93604], [-4.60600, -0.93344, 0.81190], [-6.02955, -2.89972, 2.06874], [-4.20587, -4.41504, 3.40101], [-1.77028, -3.32787, 2.86099], [-1.18977, -0.71603, 4.43133], [-1.90307, -0.10405, 3.26042], [-2.83533, 0.69702, 3.28189], [-0.81045, -1.72544, 4.20064], [-1.88021, -0.77069, 5.28632], [-0.35676, -0.04527, 4.69613]],
  "lowdin_spin": [0.397, -0.003, -0.010, 0.011, 0.014, 0.042, -0.009, -0.012, 0.001, 0.000, 0.005, 0.000, 0.001, 0.002, 0.002, 0.001, 0.002, 0.001, -0.004, 0.000, 0.000, -0.001, 0.000, 0.000, 0.000, 0.001, 0.037, 0.000, 0.000, 0.182, 0.005, 0.006, 0.007, 0.000, 0.000, 0.000, 0.000, 0.000, 0.000, 0.000, 0.000, 0.067, 0.011, 0.051, 0.152, 0.001, 0.000, 0.001, 0.002, 0.000, 0.005, 0.004, 0.000, 0.000, 0.000, 0.000, 0.000, 0.000, 0.000, 0.000, 0.000, 0.003, 0.001, 0.004, 0.008, 0.000, 0.000, 0.000, 0.000, 0.002, 0.007, 0.004, 0.000, 0.000, 0.000]
}


{
  "formula": "C32H71InN5O4S2",
  "method": "ωB97M-V/def2-TZVPD",
  "homo_ev": -4.56,
  "gap_ev": 6.5,
  "charge": -1,
  "e_lumo_ev": 1.91,
  "elements": ["C", "C", "C", "C", "C", "C", "C", "C", "N", "C", "C", "C", "C", "C", "C", "C", "C", "C", "S", "S", "C", "C", "C", "In", "H", "H", "H", "H", "H", "H", "H", "H", "H", "H", "H", "H", "H", "H", "H", "H", "H", "H", "H", "H", "H", "H", "H", "H", "H", "H", "H", "H", "H", "H", "H", "H", "H", "H", "H", "H", "H", "H", "H", "H", "H", "H", "H", "C", "C", "O", "N", "C", "H", "H", "H", "H", "H", "H", "H", "C", "C", "O", "N", "C", "H", "H", "H", "H", "H", "H", "H", "C", "C", "O", "N", "C", "H", "H", "H", "H", "H", "H", "H", "C", "C", "O", "N", "C", "H", "H", "H", "H", "H", "H", "H"],
  "positions_angstrom": [[0.00397, -3.94518, 1.90198], [-0.97112, -4.96791, 1.27761], [-0.80827, -5.16349, -0.23589], [-2.14288, -5.16512, -1.01666], [-2.44476, -3.85316, -1.77727], [-1.91879, -2.59769, -1.07068], [-2.57048, -1.32737, -1.59527], [-1.90534, -0.02878, -1.12952], [-2.48945, 0.59973, 0.08580], [-2.53338, -0.31987, 1.25539], [-3.88445, -0.99930, 1.40631], [-4.97969, -0.00661, 1.80863], [-6.07814, 0.14465, 0.75338], [-7.12538, 1.15464, 1.24126], [-8.54966, 0.81367, 0.82824], [-8.83277, 0.86167, -0.67838], [-8.28001, 2.08735, -1.42749], [-1.59418, 1.67920, 0.40302], [-2.02343, 3.22149, 0.11060], [-0.00922, 1.23592, 1.03719], [0.74655, 2.74708, 1.67252], [2.23126, 2.70023, 1.26752], [2.44397, 3.22214, -0.16309], [4.38958, 2.52794, -1.05684], [0.37478, -4.32448, 2.85319], [0.87895, -3.75477, 1.28858], [-0.50849, -3.02258, 2.15139], [-0.82390, -5.91781, 1.78505], [-1.97960, -4.65344, 1.53619], [-0.37766, -6.15285, -0.37308], [-0.07982, -4.47961, -0.65702], [-2.08476, -5.97174, -1.74000], [-2.94355, -5.33197, -0.30201], [-3.52876, -3.75790, -1.84660], [-2.00650, -3.88057, -2.77288], [-2.00845, -2.73100, 0.00566], [-0.85652, -2.51955, -1.28941], [-3.64666, -1.32304, -1.44391], [-2.43248, -1.35578, -2.67747], [-2.04039, 0.69282, -1.93247], [-0.82843, -0.20282, -1.05573], [-1.70646, -1.02583, 1.29769], [-2.43062, 0.30004, 2.14098], [-4.15735, -1.58492, 0.53360], [-3.74963, -1.71510, 2.21877], [-5.46018, -0.37822, 2.71314], [-4.58613, 0.99011, 1.99500], [-6.52590, -0.81414, 0.49603], [-5.58409, 0.54906, -0.13108], [-6.83711, 2.17085, 0.99353], [-7.10292, 1.11532, 2.33209], [-8.74209, -0.20841, 1.15838], [-9.25217, 1.42840, 1.38915], [-9.91667, 0.89336, -0.78523], [-8.52760, -0.06364, -1.15731], [-7.56135, 2.66146, -0.85173], [-9.07577, 2.76490, -1.72096], [-7.75879, 1.74935, -2.31743], [0.69317, 2.68872, 2.75821], [0.27234, 3.64508, 1.30252], [2.58245, 1.66730, 1.31035], [2.83209, 3.25111, 1.98907], [2.44846, 4.31158, -0.10441], [1.60121, 2.87429, -0.76102], [5.64970, 2.49520, 0.21085], [4.14217, 0.88644, -1.76176], [4.91853, 3.56675, -2.42329], [-3.03791, -1.18779, -6.94306], [-1.84136, -1.33934, -6.03269], [-1.69050, -2.31482, -5.31622], [-0.92333, -0.33663, -6.03282], [-0.93114, 0.89139, -6.80481], [-3.67459, -2.05974, -6.83022], [-3.61002, -0.29789, -6.67756], [-2.72034, -1.11620, -7.98423], [-0.15150, -0.49757, -5.40326], [-0.03891, 0.93831, -7.43140], [-0.92759, 1.74956, -6.13115], [-1.80863, 0.94826, -7.43988], [-1.07433, -10.90020, 0.48150], [-0.62981, -9.63196, -0.20930], [-1.27970, -8.60291, -0.15709], [0.54063, -9.67450, -0.90349], [1.44332, -10.79608, -1.07655], [-2.01508, -10.70962, 0.98818], [-1.22186, -11.70053, -0.24492], [-0.33478, -11.21362, 1.21954], [0.78082, -8.79744, -1.33939], [2.42776, -10.54215, -0.67961], [1.54596, -11.02698, -2.13844], [1.07547, -11.67676, -0.56150], [8.84300, 5.02768, 2.08588], [9.07893, 3.55321, 2.29464], [10.13607, 3.00393, 2.00560], [8.05355, 2.84555, 2.82919], [6.74747, 3.33554, 3.23548], [9.73770, 5.47001, 1.65463], [8.00910, 5.18546, 1.40579], [8.63162, 5.51333, 3.03310], [8.25350, 1.86477, 2.94203], [6.61255, 3.12562, 4.30062], [5.97667, 2.81202, 2.66896], [6.65145, 4.40261, 3.06427], [8.30072, 9.35042, 2.03706], [7.48564, 8.46761, 2.95183], [7.21098, 7.31760, 2.66200], [7.06180, 9.00628, 4.13072], [7.29156, 10.34359, 4.64056], [8.56119, 8.78457, 1.14815], [7.72523, 10.22786, 1.73891], [9.21891, 9.67034, 2.53201], [6.52314, 8.36663, 4.69335], [7.82283, 10.29057, 5.59297], [6.33618, 10.84631, 4.80316], [7.88070, 10.93051, 3.94453]],
  "lowdin_charge": [-0.100, -0.248, -0.218, -0.189, -0.189, -0.215, -0.180, -0.198, -0.179, -0.241, -0.180, -0.202, -0.207, -0.229, -0.228, -0.252, -0.098, -1.114, 0.671, 0.956, -0.487, -0.414, -0.378, 0.188, 0.059, 0.070, 0.048, 0.093, 0.091, 0.075, 0.097, 0.096, 0.101, 0.105, 0.105, 0.089, 0.116, 0.103, 0.103, 0.114, 0.099, 0.084, 0.102, 0.091, 0.110, 0.106, 0.115, 0.113, 0.113, 0.101, 0.102, 0.104, 0.103, 0.091, 0.095, 0.056, 0.062, 0.066, 0.065, 0.028, 0.063, 0.092, 0.017, 0.010, -0.153, -0.166, -0.174, -0.015, -0.557, 0.024, 0.011, -0.077, 0.079, 0.083, 0.081, 0.144, 0.083, 0.086, 0.068, -0.014, -0.547, 0.041, 0.007, -0.081, 0.081, 0.082, 0.083, 0.140, 0.083, 0.082, 0.068, -0.027, -0.553, 0.002, 0.011, -0.083, 0.081, 0.086, 0.063, 0.135, 0.076, 0.048, 0.068, -0.006, -0.534, 0.031, 0.005, -0.084, 0.085, 0.083, 0.083, 0.139, 0.080, 0.081, 0.069]
}


{
  "formula": "C9H7F3O2S",
  "method": "ωB97M-V/def2-TZVPD",
  "homo_ev": [-8.42, -8.42],
  "gap_ev": [7.1, 7.1],
  "charge": 0,
  "de_lowest_ev": 3.081,
  "e_lumo_ev": [-1.36, -1.36],
  "elements": ["C", "C", "C", "C", "C", "C", "C", "C", "C", "O", "O", "F", "F", "F", "S", "H", "H", "H", "H", "H", "H", "H"],
  "positions_angstrom": [[-2.62604, -0.54628, 0.75016], [-1.53447, 0.57721, -1.30492], [-1.43786, -1.14143, 1.12339], [-0.33297, 0.00132, -0.92323], [-2.67671, 0.31880, -0.42313], [-0.24463, -0.79019, 0.29406], [-3.87769, 1.07824, -0.64207], [0.91891, -1.11657, 0.87628], [3.76050, 0.76829, 0.54420], [2.72239, -0.13772, -1.85345], [3.98177, -1.68790, -0.36135], [5.08592, 0.73181, 0.50594], [3.44868, 2.02163, 0.19616], [3.45198, 0.53319, 1.81484], [2.96854, -0.68579, -0.52133], [-3.42098, -0.69979, 1.43896], [-1.54253, 1.24262, -2.09606], [-1.37216, -1.86757, 1.95260], [0.54954, 0.14225, -1.57049], [-4.13511, 1.71509, -1.51097], [-4.78224, 1.00327, -0.09508], [1.09517, -1.46048, 1.80549]],
  "nbo_charge": [-0.172, -0.149, -0.193, -0.214, -0.097, -0.155, -0.312, -0.096, 0.766, -0.897, -0.886, -0.310, -0.310, -0.320, 1.824, 0.227, 0.224, 0.231, 0.259, 0.201, 0.192, 0.187]
}


| no. | electronic energy (Ha) |
| --- | --- |
| 1 | -5971.969833 |
| 2 | -3047.968674 |
| 3 | -2823.074585 |
| 4 | -1195.215371 |